ORCA calculation (wB97M-V/def2-TZVPD) on a 2-piece molecular cluster, C4H12S2 overall in a non-equilibrium geometry.

Last column: Löwdin charge in e.
Geometry (Å):
S: 0.1229 1.5729 -1.2785  0.66
S: -0.5645 1.9119 0.5279  0.53
C: 1.8632 2.1133 -0.9920  -0.35
C: 0.6982 -2.3620 0.4810  -0.15
C: -1.6014 -3.2015 1.1421  -0.11
C: -0.2111 -3.5338 0.7097  -0.37
H: 2.3048 1.8238 -1.9481  0.05
H: 2.4939 1.5641 -0.2799  0.08
H: -1.9733 -2.3975 0.4661  0.08
H: -0.3367 -4.0617 -0.1604  0.08
H: 1.8813 3.1863 -0.6246  0.09
H: 0.2058 -1.6939 -0.2892  0.06
H: -1.0803 3.1437 0.2951  -0.09
H: 0.4547 -4.0738 1.3977  0.12
H: 0.6940 -1.6285 1.3198  0.07
H: -1.4930 -2.8097 2.1423  0.07
H: 1.7320 -2.8593 0.4619  0.11
H: -2.3108 -4.0451 1.1847  0.09

Cartesian forces, eV/Å:
1.4 0.9 -0.1
-0.2 0.3 1.4
0.3 -0.4 -0.1
0.0 1.2 0.3
-0.3 0.6 0.6
0.8 0.4 1.7
0.2 0.9 -0.2
-0.8 -0.4 0.3
-0.1 -0.5 0.5
0.5 -1.6 -2.3
-0.3 -1.1 -1.0
1.5 -0.8 -0.4
-0.6 -0.4 -0.3
-1.2 -0.8 0.2
0.1 -0.8 0.2
-0.6 0.4 0.5
-1.1 1.7 -1.1
0.4 0.4 -0.2

Results
* total energy: -955.5846 hartree
* total charge: +1
* HOMO-LUMO gap (spin up / spin down): 9.177 / 4.532 eV
* E_HOMO (spin up / spin down): -13.69 / -13.68 eV
* ΔE to the lowest compared entry with this formula, charge and spin: 35.6 kcal/mol
* 2S+1: 2

***

ORCA calculation (wB97M-V/def2-TZVPD) on one molecule with the formula C4H8OS2 in a non-equilibrium geometry.

Last column: Löwdin charge in e.
Geometry (Å):
S: -1.9180 -1.6342 -0.2679  0.71
S: 1.5953 -2.0338 -0.2836  0.68
O: 0.3832 0.7908 -1.2000  -0.06
C: 0.0332 0.2657 0.1202  -0.56
C: 0.4288 1.7201 -0.1565  -0.10
C: 1.0394 -0.6251 0.7438  -0.50
C: -1.4520 0.0230 0.2945  -0.48
H: -2.0420 0.7601 -0.2353  0.08
H: -0.3737 2.4470 -0.1012  0.11
H: 1.9079 0.0085 0.8871  0.07
H: 1.4183 2.0954 0.1360  0.12
H: 1.6888 -1.3109 -1.4436  -0.12
H: -1.6475 -1.5130 -1.5633  -0.14
H: 0.6633 -1.0153 1.7017  0.10
H: -1.7250 0.0216 1.3681  0.09

Cartesian forces, eV/Å:
-0.6 -0.4 0.4
-0.1 0.3 -0.5
-0.2 -0.8 0.1
-0.5 2.6 -1.0
-0.2 -1.0 1.2
0.6 -0.2 -0.1
0.5 -0.6 0.2
0.0 0.2 0.0
0.0 0.2 -0.3
0.2 -0.2 0.5
-0.3 -0.3 -0.1
0.0 -0.3 0.7
0.2 0.2 -0.2
0.3 0.1 -0.3
0.2 0.1 -0.5

Results
* total energy: -1028.7677 hartree
* HOMO-LUMO gap: 9.257 eV
* E_HOMO: -8.46 eV
* ΔE to the lowest compared entry with this formula, charge and spin: 34.7 kcal/mol

***

ORCA calculation (wB97M-V/def2-TZVPD) on a 2-piece molecular cluster, C3H10N2O2 overall in a non-equilibrium geometry.

Last column: Löwdin charge in e.
Geometry (Å):
O: -0.1322 2.2744 -0.2442  -0.10
O: 1.9567 -0.2653 -1.4628  -0.06
N: -0.3758 -0.6413 -0.5728  -0.02
N: 1.7258 -0.0555 0.8323  0.09
C: -1.3398 1.9470 -0.0286  -0.14
C: -0.6622 -1.7667 0.3257  -0.09
C: 1.2900 0.0948 -0.4947  -0.59
H: 2.6587 -0.4355 0.8906  0.09
H: -1.1631 0.0844 -0.5137  0.09
H: 0.1765 -2.4616 0.2939  0.09
H: -1.6766 1.7440 0.9954  0.09
H: -1.5795 -2.2867 0.0315  0.08
H: -0.7366 -1.3915 1.3444  0.08
H: -0.2972 -0.9430 -1.5372  0.12
H: 1.4685 0.6948 1.4584  0.08
H: 0.7820 1.2829 -0.5174  0.10
H: -2.0953 2.1248 -0.8008  0.09

Cartesian forces, eV/Å:
-3.5 0.4 0.9
-0.1 -1.1 -0.1
-1.9 0.1 0.0
-0.3 -0.8 0.2
2.3 2.1 -0.1
0.0 0.1 -0.2
0.2 4.4 0.1
0.0 0.2 0.2
1.5 -1.4 -0.2
0.0 0.0 0.0
0.1 -0.3 -0.1
0.1 0.0 0.2
-0.1 0.0 0.0
0.0 0.0 -0.1
0.4 -0.1 -0.1
1.3 -3.1 -0.4
0.1 -0.4 -0.1

Results
* total energy: -380.1586 hartree
* HOMO-LUMO gap (spin up / spin down): 7.140 / 7.136 eV
* E_HOMO (spin up / spin down): -7.41 / -7.41 eV
* ΔE to the lowest compared entry with this formula, charge and spin: 111.7 kcal/mol

***

ORCA calculation (wB97M-V/def2-TZVPD) on C33H37N7O7P2Sr as an isolated structure in a non-equilibrium geometry.

Last column: Löwdin charge in e.
Geometry (Å):
Sr: 1.7920 2.6436 -0.9931  1.47
P: -3.3824 0.8383 0.1783  1.10
P: -2.2274 -0.7871 -2.7588  1.08
O: 6.2325 -0.9998 0.2682  0.02
O: 5.3351 -0.5081 -1.6799  0.08
O: 3.5061 4.5395 -0.8824  -0.15
O: 5.1561 5.8747 -0.3158  0.09
O: 3.9236 1.7992 -0.5490  -0.26
O: 9.2086 4.0374 1.9392  0.07
O: 9.4138 1.8486 1.9269  0.04
N: 8.8273 2.9075 1.5942  -0.33
N: 4.7072 4.7276 -0.4489  -0.26
N: -2.1978 -2.4855 -2.0739  -0.25
N: -3.7452 0.1515 1.7523  -0.28
N: -4.9146 1.8374 0.1390  -0.24
N: -2.5113 -1.2693 -4.4279  -0.29
N: 5.8523 -0.1792 -0.6070  -0.29
C: 3.8587 -1.7006 1.6376  -0.12
C: 0.6753 -0.7730 2.5094  -0.09
C: -3.3166 -2.2283 -6.3261  -0.08
C: -2.9352 -0.8772 -6.6282  -0.10
C: 7.6289 2.7536 0.7985  -0.13
C: 7.3048 1.4235 0.5113  0.10
C: 1.6228 -1.9100 0.4614  -0.23
C: -3.9878 -0.4797 -2.2587  -0.39
C: 0.9654 -0.6382 1.0090  -0.18
C: -4.1074 -0.6074 -0.7197  -0.43
C: 5.1518 2.1849 -0.3991  -0.26
C: -1.2166 -2.7944 -1.1196  -0.16
C: -6.2486 1.4407 0.0653  -0.15
C: 5.5492 3.5686 -0.1568  -0.04
C: -3.8013 0.0136 4.0119  -0.09
C: -3.1302 0.5764 2.9367  -0.15
C: -2.7355 -4.4771 -1.0997  -0.08
C: 2.2631 -2.6318 3.3258  -0.18
C: -3.0534 -2.4370 -4.9770  -0.13
C: 3.1274 -1.9490 0.5255  -0.09
C: -7.0464 2.5481 -0.1976  -0.09
C: -6.1823 3.6903 -0.2249  -0.10
C: 1.8982 3.7102 1.1929  -0.39
C: -4.8819 -0.7585 3.4862  -0.08
C: -1.5069 -4.0189 -0.5277  -0.08
C: 3.7465 -2.4033 2.9151  -0.18
C: 6.7818 3.8311 0.4472  0.11
C: 6.1780 1.2060 -0.2717  -0.07
C: -3.1614 -3.4993 -1.9975  -0.17
C: -4.8259 -0.6600 2.1072  -0.15
C: 1.3194 -1.4620 3.4628  -0.09
C: -4.8873 3.2291 0.0013  -0.16
C: -2.4645 -0.3075 -5.4571  -0.16
H: 7.8740 0.5843 0.9244  0.14
H: 1.1358 -2.7986 0.9193  0.11
H: 1.3555 -2.0314 -0.5962  0.08
H: -3.9570 3.7756 0.0733  0.09
H: -3.0061 -0.4094 -7.6000  0.09
H: 4.3662 -1.8921 3.6552  0.11
H: -4.2871 0.5301 -2.6065  0.08
H: 2.2801 -3.1459 4.2975  0.11
H: -4.6554 -1.2195 -2.7540  0.09
H: -3.5886 -1.5098 -0.3460  0.07
H: -2.2648 1.2229 2.9146  0.09
H: 0.0138 -0.4615 0.4569  0.08
H: -8.1198 2.5108 -0.3432  0.09
H: 7.0268 4.8603 0.6976  0.14
H: -6.5223 0.4027 0.1907  0.09
H: 0.9310 3.6377 1.7305  -0.07
H: -0.4109 -2.1032 -0.9342  0.04
H: -0.9141 -4.5470 0.2096  0.09
H: -3.5725 0.1395 5.0609  0.09
H: -5.6481 -1.3151 4.0074  0.10
H: 1.6101 0.2602 0.8497  0.09
H: -4.0720 -3.4381 -2.5747  0.10
H: 2.1881 4.7800 1.1710  -0.05
H: -0.1584 -0.1180 2.8469  0.09
H: 4.6841 -0.9724 1.5601  0.09
H: 2.6605 3.1613 1.7777  -0.05
H: -5.4322 -1.1346 1.3513  0.09
H: -3.2442 -5.4098 -0.9017  0.10
H: -2.0890 0.6803 -5.2491  0.09
H: -3.1776 -3.3152 -4.3744  0.08
H: -3.7325 -2.9580 -7.0029  0.09
H: 3.5951 -2.4596 -0.3658  0.13
H: -6.5044 4.7122 -0.3890  0.09
H: 1.1101 -1.1651 4.4989  0.10
H: 4.2489 -3.3648 2.7195  0.13
H: -5.1819 -0.7304 -0.5196  0.05
H: 1.9009 -3.2973 2.5392  0.09

Cartesian forces, eV/Å:
0.7 0.1 0.1
-3.4 -0.2 1.4
-1.3 -2.9 -0.3
-0.5 1.2 -2.1
0.8 1.1 1.7
3.2 0.3 0.5
-0.7 -2.3 -0.1
1.9 0.6 -0.6
-0.8 -1.6 -0.8
-0.9 2.1 -0.6
1.8 0.0 1.5
-1.9 1.0 -0.9
0.5 0.7 0.8
0.6 0.0 0.7
0.7 0.7 -0.4
-0.1 0.6 -0.9
0.5 -2.2 0.5
1.0 1.1 -1.0
-0.3 1.1 0.0
0.5 0.5 1.3
0.0 -0.1 0.9
-0.8 0.2 -0.1
-0.8 0.2 -0.9
-0.4 -1.6 -0.4
0.0 0.1 0.1
-0.3 -0.7 0.6
0.1 -0.1 -0.8
-2.4 0.1 -0.1
-0.6 -0.8 -0.1
0.0 0.6 -0.5
0.7 -0.3 0.2
0.1 0.3 -0.7
-0.7 -0.7 0.3
0.0 1.3 -0.7
0.9 -0.5 0.3
0.0 0.7 -0.8
-0.3 -0.9 -0.7
1.0 -0.7 0.4
0.6 -0.7 0.2
-0.7 0.2 0.6
0.2 0.2 -1.2
-0.1 0.8 -0.7
-1.2 1.1 1.1
0.3 -0.7 0.2
0.2 0.2 0.7
0.5 -0.2 0.4
0.5 0.1 0.7
0.0 0.4 -0.2
-1.0 -0.2 -0.4
-0.2 -1.1 -0.2
-0.1 0.5 -0.5
-0.1 0.5 -0.1
0.4 0.2 0.1
-0.1 -0.1 -0.1
0.1 0.1 0.2
-0.3 0.0 0.3
0.1 -0.4 0.2
-0.2 -0.2 -0.4
0.5 0.5 0.2
-0.2 0.3 -0.2
-0.1 0.0 -0.1
0.4 -0.1 0.4
0.2 0.1 0.1
0.1 -0.3 0.0
-0.1 0.3 0.0
0.4 0.1 0.2
-0.2 -0.2 -0.2
-0.1 0.2 -0.1
0.1 0.1 -0.2
0.2 0.0 0.1
-0.2 -0.6 0.2
0.1 -0.1 0.1
-0.2 -0.5 0.1
0.9 -0.2 -0.1
0.5 -1.7 -0.2
-0.2 0.1 -0.1
0.0 0.1 0.3
0.0 0.2 0.0
0.0 0.0 -0.1
0.1 0.0 -0.1
0.1 0.0 0.0
0.0 2.3 0.2
0.3 -0.2 0.1
-0.3 -0.3 -0.4
-0.3 0.1 0.2
0.6 0.1 0.1
-0.2 -0.2 0.6

Results
* total energy: -2902.5964 hartree
* HOMO-LUMO gap: 6.103 eV
* E_HOMO: -7.57 eV

***

ORCA calculation (wB97M-V/def2-TZVPD) on C46H48BN8O2SSiTi as an isolated structure.

Last column: Löwdin charge in e.
Geometry (Å):
Ti: -0.3981 0.7980 -0.1607  0.85
S: -2.7402 0.9128 -0.8294  0.68
Si: 2.0518 2.6812 1.7815  0.43
O: -5.0323 -2.3864 -6.2693  0.11
O: -5.9782 -3.6500 -4.7273  0.11
N: 1.1607 2.1084 0.3815  -0.14
N: -0.3245 -1.3845 -0.5678  0.02
N: 2.2769 -1.4486 1.6886  0.13
N: 0.6639 1.8155 -1.7632  0.04
N: -1.1321 -0.0736 2.5015  0.08
N: 1.2024 -1.5246 2.5235  0.03
N: -0.5749 -1.8626 0.6851  0.04
N: -1.3088 1.0812 1.7767  -0.04
C: -1.8697 3.8671 1.0318  -0.05
C: 3.3087 -1.9667 2.3229  -0.25
C: 1.9647 4.5613 1.8740  -0.16
C: -2.0180 -0.0701 3.5229  -0.24
C: -2.2941 -1.1854 4.4738  -0.01
C: -3.3874 -0.1299 -2.0941  -0.64
C: 5.7436 -2.5085 2.3577  -0.04
C: -3.5040 0.2849 -3.4212  -0.10
C: 3.8343 2.0972 1.6735  -0.15
C: 2.5697 3.4986 -2.7295  -0.06
C: -0.6273 -2.3495 -1.4294  -0.23
C: -5.2015 -2.6065 -5.1024  -0.49
C: -1.4315 -3.8897 1.8208  0.01
C: 7.1419 -2.0413 0.4590  -0.10
C: 2.9192 -2.4032 3.6060  0.03
C: -3.6288 5.4695 0.6972  -0.08
C: 4.6339 -2.0014 1.6848  -0.17
C: 6.9887 -2.5289 1.7493  -0.09
C: -0.2980 1.3607 -3.9507  -0.02
C: 1.3318 1.9754 3.3552  -0.14
C: -4.0838 -0.5346 -4.3712  -0.01
C: 1.4825 2.4490 -0.8832  -0.43
C: -1.0730 -3.1080 0.6055  -0.25
C: -4.5240 -2.1803 -2.6835  -0.05
C: 0.7292 2.0171 -3.0848  -0.30
C: -4.0287 3.5009 2.0186  -0.03
C: -2.3243 5.0553 0.4794  -0.07
C: -2.2565 1.8034 2.3636  -0.26
C: -4.4789 4.6903 1.4708  -0.08
C: 1.5782 -2.1062 3.6970  -0.27
C: -0.7690 -2.4329 -5.1961  -0.06
C: -4.6079 -1.7753 -4.0154  -0.16
C: 0.7212 -2.3380 4.8899  -0.02
C: -3.9087 -1.3772 -1.7406  -0.12
C: 4.7970 -1.5112 0.3901  -0.04
C: -2.7207 3.0781 1.8012  -0.19
C: 0.4846 -1.9288 -5.5130  -0.09
C: 0.9783 -1.6818 -3.1736  -0.03
C: -0.2802 -2.1907 -2.8506  -0.16
C: 1.6986 2.8554 -3.6076  -0.04
C: -1.1271 -3.4570 -0.7339  0.05
C: -1.1445 -2.5769 -3.8692  -0.02
C: 2.4759 3.3223 -1.3677  -0.02
C: 1.3596 -1.5600 -4.5003  -0.09
C: -2.7234 1.1157 3.4868  0.04
C: 6.0422 -1.5318 -0.2160  -0.08
B: -0.0167 -0.9357 1.8030  -0.53
H: -2.4372 -3.6422 2.1662  0.09
H: -3.9852 6.3964 0.2664  0.10
H: 0.5875 -0.1202 1.1296  0.06
H: -3.1422 1.2645 -3.7006  0.09
H: -3.8316 -1.7080 -0.7131  0.10
H: -2.1196 -2.9714 -3.6202  0.10
H: 0.9339 4.8978 2.0036  0.02
H: 1.2478 -3.0065 5.5693  0.09
H: 4.3996 2.4697 2.5329  0.04
H: 3.8553 1.0048 1.7118  0.01
H: -4.7092 2.8855 2.5957  0.11
H: -3.3249 -1.0910 4.8114  0.09
H: 3.1435 3.8330 -0.6910  0.09
H: 7.8409 -2.9268 2.2854  0.10
H: -1.6522 5.6572 -0.1198  0.11
H: 3.3317 4.1603 -3.1246  0.11
H: -1.4567 -2.7133 -5.9840  0.11
H: 2.3428 -1.1744 -4.7408  0.11
H: 0.7804 -1.8268 -6.5496  0.10
H: 1.9880 2.2792 4.1772  0.04
H: 5.6369 -2.8866 3.3666  0.10
H: 3.5144 -2.8603 4.3783  0.11
H: 1.3221 0.8856 3.3367  0.01
H: -3.4937 1.4157 4.1773  0.12
H: 2.5375 4.9258 2.7309  0.03
H: 0.5241 -1.4083 5.4256  0.08
H: 0.1553 0.9277 -4.8410  0.08
H: 2.3624 5.0498 0.9832  0.02
H: 1.7606 3.0084 -4.6757  0.11
H: 6.1557 -1.1457 -1.2216  0.10
H: 0.3267 2.3351 3.5814  0.03
H: 8.1139 -2.0561 -0.0178  0.10
H: -5.5002 5.0062 1.6403  0.10
H: -0.7264 -3.6901 2.6281  0.07
H: -1.4008 -4.9572 1.6105  0.09
H: -2.1920 -2.1593 3.9994  0.06
H: 1.6587 -1.4040 -2.3780  0.12
H: -0.2294 -2.8034 4.6473  0.05
H: -1.6566 -1.1557 5.3526  0.07
H: 4.3616 2.4063 0.7704  0.02
H: -4.1530 -0.2187 -5.4033  0.12
H: -0.8289 0.5788 -3.4133  0.05
H: -4.8945 -3.1456 -2.3521  0.11
H: -6.1212 -3.6313 -3.7754  0.09
H: -1.4159 -4.4078 -1.1490  0.12
H: 3.9380 -1.1120 -0.1325  0.10
H: -0.8460 3.5643 0.8778  0.08
H: -1.0245 2.1090 -4.2741  0.09

Cartesian forces, eV/Å:
-0.1 0.1 -0.3
0.1 0.1 0.0
0.0 -0.1 -0.1
0.1 0.0 0.0
0.0 0.0 0.0
0.0 0.1 0.1
0.0 0.2 0.2
0.1 0.0 -0.1
-0.2 -0.2 -0.1
0.1 0.2 -0.1
0.1 -0.1 0.1
-0.1 0.0 0.0
0.2 -0.1 0.3
-0.2 0.1 0.0
-0.1 0.0 0.1
0.0 -0.1 0.0
-0.1 -0.2 0.0
0.0 -0.1 0.0
0.1 -0.1 0.1
-0.1 0.0 0.0
0.0 0.0 0.0
-0.1 0.0 0.1
0.0 0.0 0.0
0.0 0.1 0.0
-0.1 0.1 0.0
0.0 -0.1 0.0
0.1 0.0 0.0
-0.2 0.1 0.0
-0.1 0.0 0.0
0.1 0.0 0.0
0.0 0.0 0.0
0.0 0.0 0.0
0.1 0.1 0.0
0.0 0.0 0.0
0.1 0.0 -0.1
0.1 0.0 0.0
0.0 0.0 0.0
0.1 0.1 0.0
-0.1 0.0 0.0
0.1 0.0 0.0
0.0 -0.1 0.0
0.0 0.0 0.0
0.2 -0.1 0.0
0.0 0.0 0.0
0.0 0.0 0.0
0.0 0.0 0.1
0.0 0.0 0.0
0.1 0.0 0.0
0.1 0.0 0.0
0.0 0.0 0.0
0.0 0.0 0.0
0.0 0.0 0.0
-0.1 -0.1 0.0
0.1 0.0 0.0
0.0 0.0 0.0
0.0 0.0 0.0
0.0 0.0 0.0
0.0 0.0 -0.1
0.0 0.0 0.0
-0.1 0.0 0.1
0.0 0.0 0.0
0.0 0.0 0.0
-0.1 0.0 0.2
0.0 0.0 0.0
0.0 0.0 0.0
0.0 0.0 0.0
0.0 0.0 0.0
0.0 0.0 0.0
0.0 0.0 0.0
0.0 0.0 0.0
0.1 0.0 0.0
0.0 0.0 0.0
0.0 0.0 0.0
0.0 0.0 0.0
0.0 0.0 0.0
0.0 0.0 0.0
0.0 0.0 0.0
0.0 0.0 0.0
0.0 0.0 0.0
0.0 0.0 0.0
0.0 0.0 0.0
0.0 0.0 0.0
0.0 0.0 0.0
0.0 0.0 0.0
0.0 0.0 0.0
0.0 0.0 0.0
0.0 0.0 0.0
0.0 0.0 0.0
0.0 0.0 0.0
0.0 0.0 0.0
0.0 0.0 -0.1
0.0 0.0 0.0
0.0 0.0 0.0
0.0 0.0 0.0
0.0 0.0 0.0
0.0 0.0 0.0
0.0 0.0 0.0
0.0 0.0 0.0
0.0 0.0 0.0
0.0 0.0 0.0
0.0 0.0 0.0
0.0 0.0 0.0
0.0 0.0 -0.1
0.0 0.0 0.1
0.0 0.0 0.0
0.0 0.0 0.0
0.2 -0.1 0.0
0.0 0.0 0.0

Results
* total energy: -3932.5298 hartree
* HOMO-LUMO gap (spin up / spin down): 7.904 / 8.154 eV
* E_HOMO (spin up / spin down): -7.88 / -7.89 eV
* 2S+1: 2